(1)
C4H13NO2 | wB97M-V/def2-TZVPD

Calculated values
- LUMO energy (eV) = 0.76
- max |F| (eV/A) = 2.039
- ΔE to the lowest compared entry with this formula, charge and spin (kcal per mole) = 46.7
- structure (SMILES) = C=CNCC.O.O

Geometry as XYZ:
```
20
Properties=species:S:1:pos:R:3:forces:R:3:nbo_charge:R:1
C 2.275 0.192 -0.774 0.5 0.7 -0.6 -0.5137
C 1.045 -0.102 -1.221 -0.5 -0.4 0.9 0.0147
N -0.135 0.529 -0.789 -1.1 -0.6 0.5 -0.6654
C -1.504 -0.122 -0.918 1.9 -0.7 -0.1 -0.2070
C -2.520 0.349 0.121 0.8 0.2 -0.5 -0.6226
H 3.188 0.095 -1.367 -0.4 -1.1 0.2 0.2126
H 2.464 0.753 0.116 -0.4 1.0 0.3 0.2024
H 0.880 -1.040 -1.729 0.0 0.2 -1.1 0.1835
H -0.154 1.535 -0.887 0.1 -0.1 -0.2 0.3871
H -1.326 -1.189 -0.937 0.2 -0.4 0.7 0.1971
H -1.881 -0.017 -1.939 -0.3 0.8 0.0 0.1856
H -3.482 -0.119 -0.105 -0.1 0.8 -0.1 0.2274
H -2.393 1.418 0.013 -1.3 0.6 -0.1 0.2056
H -2.346 0.236 1.190 0.6 -0.8 -0.1 0.2112
O 1.777 -2.467 1.387 -0.3 -0.9 0.3 -0.9550
H 2.630 -2.180 1.059 -0.2 0.5 -0.1 0.4771
H 1.139 -1.750 1.361 0.4 0.4 -0.2 0.4791
O 0.450 1.349 2.019 -0.1 0.1 -0.3 -0.9559
H 0.341 1.276 1.050 0.0 -0.2 0.5 0.4754
H -0.449 1.253 2.350 0.1 0.0 0.1 0.4608
```
Positions in Å, forces in eV/Å.

=====

(2)
C4H6NPS | wB97M-V/def2-TZVPD

Calculated values
- LUMO energy (eV) = -1.27
- max |F| (eV/A) = 3.145
- ΔE to the lowest compared entry with this formula, charge and spin (kcal per mole) = 10.6
- structure (SMILES) = C=CC=S.N#CP

Geometry as XYZ:
```
13
Properties=species:S:1:pos:R:3:forces:R:3:nbo_charge:R:1
C 1.641 -1.030 -2.099 0.3 2.5 1.4 -0.2066
C 1.931 -0.118 -1.116 -0.3 -2.2 -2.3 -0.3174
C 1.856 -0.347 0.278 -0.4 -2.1 0.6 -0.2543
S 1.667 -1.807 1.021 0.4 0.8 -0.4 -0.0112
H 1.792 -0.699 -3.104 0.0 -0.1 -0.6 0.1957
H 1.102 -1.918 -1.937 -0.2 -1.2 0.4 0.2106
H 2.253 0.827 -1.460 0.5 1.0 -0.1 0.2116
H 1.954 0.508 0.880 0.1 1.1 0.9 0.1950
N -1.616 -1.010 -1.601 -0.3 0.1 0.0 -0.3156
C -1.815 -1.089 -0.470 0.5 -0.2 -1.3 -0.0600
P -1.951 -1.360 1.253 2.0 1.2 1.3 0.2888
H -1.220 -0.055 1.464 -1.1 -1.2 0.1 0.0254
H -0.574 -1.923 1.328 -1.5 0.1 -0.1 0.0379
```
Positions in Å, forces in eV/Å.

=====

Please write out number 2 again, unchanged.
C4H6NPS | wB97M-V/def2-TZVPD

Calculated values
- LUMO energy (eV) = -1.27
- max |F| (eV/A) = 3.145
- ΔE to the lowest compared entry with this formula, charge and spin (kcal per mole) = 10.6
- structure (SMILES) = C=CC=S.N#CP

Geometry as XYZ:
```
13
Properties=species:S:1:pos:R:3:forces:R:3:nbo_charge:R:1
C 1.641 -1.030 -2.099 0.3 2.5 1.4 -0.2066
C 1.931 -0.118 -1.116 -0.3 -2.2 -2.3 -0.3174
C 1.856 -0.347 0.278 -0.4 -2.1 0.6 -0.2543
S 1.667 -1.807 1.021 0.4 0.8 -0.4 -0.0112
H 1.792 -0.699 -3.104 0.0 -0.1 -0.6 0.1957
H 1.102 -1.918 -1.937 -0.2 -1.2 0.4 0.2106
H 2.253 0.827 -1.460 0.5 1.0 -0.1 0.2116
H 1.954 0.508 0.880 0.1 1.1 0.9 0.1950
N -1.616 -1.010 -1.601 -0.3 0.1 0.0 -0.3156
C -1.815 -1.089 -0.470 0.5 -0.2 -1.3 -0.0600
P -1.951 -1.360 1.253 2.0 1.2 1.3 0.2888
H -1.220 -0.055 1.464 -1.1 -1.2 0.1 0.0254
H -0.574 -1.923 1.328 -1.5 0.1 -0.1 0.0379
```
Positions in Å, forces in eV/Å.

=====

What did the second record say?
C4H6NPS | wB97M-V/def2-TZVPD

Calculated values
- LUMO energy (eV) = -1.27
- max |F| (eV/A) = 3.145
- ΔE to the lowest compared entry with this formula, charge and spin (kcal per mole) = 10.6
- structure (SMILES) = C=CC=S.N#CP

Geometry as XYZ:
```
13
Properties=species:S:1:pos:R:3:forces:R:3:nbo_charge:R:1
C 1.641 -1.030 -2.099 0.3 2.5 1.4 -0.2066
C 1.931 -0.118 -1.116 -0.3 -2.2 -2.3 -0.3174
C 1.856 -0.347 0.278 -0.4 -2.1 0.6 -0.2543
S 1.667 -1.807 1.021 0.4 0.8 -0.4 -0.0112
H 1.792 -0.699 -3.104 0.0 -0.1 -0.6 0.1957
H 1.102 -1.918 -1.937 -0.2 -1.2 0.4 0.2106
H 2.253 0.827 -1.460 0.5 1.0 -0.1 0.2116
H 1.954 0.508 0.880 0.1 1.1 0.9 0.1950
N -1.616 -1.010 -1.601 -0.3 0.1 0.0 -0.3156
C -1.815 -1.089 -0.470 0.5 -0.2 -1.3 -0.0600
P -1.951 -1.360 1.253 2.0 1.2 1.3 0.2888
H -1.220 -0.055 1.464 -1.1 -1.2 0.1 0.0254
H -0.574 -1.923 1.328 -1.5 0.1 -0.1 0.0379
```
Positions in Å, forces in eV/Å.

=====

ΔE to the lowest compared entry with this formula, charge and spin of number 2 (C4H6NPS)? 10.6 kcal per mole

=====

What is the ΔE to the lowest compared entry with this formula, charge and spin in the first record? 46.7 kcal per mole